Entry 1:
DFT (ωB97M-V/def2-TZVPD) results for C11H13F6N3O4OsS2Se as an isolated structure.

Properties
* relative energy (zero: lowest compared OMol25 entry of this formula, charge and spin): 0.098 eV
* lowest unoccupied orbital energy (alpha / beta): -0.08 / -1.81 eV
* HOMO level (alpha / beta): -8.55 / -9.44 eV
* orbital gap (alpha / beta): 8.47 / 7.63 eV
* multiplicity: 5
* E_tot: -4779.729337 Ha

Element x y z (Å)
Os 1.058024 0.144127 0.244980
F 0.295462 -4.313694 -2.810034
C 0.920209 -3.155971 -2.909705
F 0.306625 -2.385774 -3.795929
F 2.176174 -3.350633 -3.282165
S 0.887766 -2.270702 -1.289706
O 1.944520 -1.236785 -1.355459
O -0.428511 -1.695626 -1.144673
N 1.252730 -3.431552 -0.304511
S 1.519862 -3.006193 1.196775
O 0.834337 -1.736554 1.514759
O 1.354890 -4.089668 2.093750
C 3.343732 -2.574721 1.278755
F 3.807914 -2.936788 2.462418
F 3.525911 -1.256258 1.136502
F 4.009267 -3.204283 0.324896
Se 1.802411 2.129473 -0.805427
C 3.477006 1.548107 -1.559665
C 3.573494 0.828214 -2.740487
C 4.833628 0.445068 -3.175474
N 5.963065 0.743483 -2.537792
C 5.855819 1.460183 -1.422222
C 4.645677 1.882508 -0.890460
H 2.695004 0.568548 -3.313467
H 4.937832 -0.134816 -4.085969
H 6.784766 1.710316 -0.921858
H 4.618361 2.453765 0.027793
C -2.040284 0.363100 2.197896
C -1.192355 1.574177 1.788036
C -1.128500 2.591086 2.927890
C -1.776371 2.223605 0.528952
N 0.148924 1.114761 1.509311
H -3.082970 0.663589 2.313504
H -1.687027 -0.051446 3.142119
H -1.984496 -0.419933 1.439711
H -2.124485 2.986811 3.132568
H -0.469902 3.418929 2.663985
H -0.746857 2.123751 3.835783
H -2.807486 2.530063 0.710753
H -1.771293 1.519203 -0.306048
H -1.196964 3.103468 0.244739

Forces on atoms 1 to 3 (eV/Å):
0.21 0.32 0.44
-0.06 0.01 0.01
0.19 0.00 0.00

Formally, the natural (NBO) partial charges of the atoms, in units of the elementary charge, are as follows:
1. Os 1.054
2. F -0.285
3. C 0.769
4. F -0.293
5. F -0.292
6. S 2.186
7. O -0.950
8. O -0.906
9. N -1.171
10. S 2.232
11. O -0.969
12. O -0.857
13. C 0.739
14. F -0.290
15. F -0.313
16. F -0.293
17. Se 0.102
18. C -0.178
19. C -0.265
20. C 0.040
21. N -0.408
22. C 0.040
23. C -0.278
24. H 0.229
25. H 0.196
26. H 0.196
27. H 0.229
28. C -0.606
29. C 0.035
30. C -0.602
31. C -0.611
32. N -0.416
33. H 0.213
34. H 0.219
35. H 0.215
36. H 0.211
37. H 0.216
38. H 0.217
39. H 0.218
40. H 0.212
41. H 0.215

---

Entry 2:
DFT (ωB97M-V/def2-TZVPD) results for an isolated ion of composition C11H13FN3 and charge +1.

Properties
* relative energy (zero: lowest compared OMol25 entry of this formula, charge and spin): 5.531 eV
* total charge: +1
* lowest unoccupied orbital energy: -4.52 eV
* HOMO level: -12.55 eV
* orbital gap: 8.03 eV
* E_tot: -690.594591 Ha

Element x y z (Å)
C -0.570561 -0.258543 -4.303161
C 0.277147 0.157915 -3.378291
C -1.801647 -0.776625 -3.955872
C -1.326035 -0.312437 -1.744029
C -0.053595 0.134411 -2.017578
C -2.264097 -0.639720 -2.691302
C -1.000371 -0.096903 0.397575
C -0.572860 -0.368734 1.899795
C -0.168807 -1.834337 1.874680
C -1.417957 0.144873 3.091017
C 2.099555 0.874486 -1.246182
N 0.710966 0.681503 -1.015202
N 0.125310 0.449484 0.181107
N 0.656833 0.455799 1.500689
F -3.507666 -0.870693 -2.300243
H -0.365695 0.108760 -5.260970
H 1.166205 0.617817 -3.687142
H -2.424622 -1.165625 -4.730581
H 0.339382 -1.941952 0.877537
H -0.985936 -2.543266 2.033365
H 0.570337 -2.118750 2.585576
H -1.609009 1.265444 2.921771
H -0.824693 -0.052912 3.982030
H -2.246504 -0.441815 3.257313
H 2.472551 0.232241 -2.092163
H 2.322061 1.944654 -1.446179
H 2.695344 0.557820 -0.354155
H 0.807012 1.343628 1.869303

Forces on atoms 1 to 3 (eV/Å):
-1.26 -0.20 -0.12
1.45 0.92 2.21
-0.90 0.15 -1.27

Formally, the natural (NBO) partial charges of the atoms, in units of the elementary charge, are as follows:
1. C -0.151
2. C -0.240
3. C -0.265
4. C 0.102
5. C 0.072
6. C 0.353
7. C 0.326
8. C 0.114
9. C -0.623
10. C -0.623
11. C -0.442
12. N -0.206
13. N -0.016
14. N -0.404
15. F -0.275
16. H 0.243
17. H 0.229
18. H 0.257
19. H 0.217
20. H 0.249
21. H 0.247
22. H 0.233
23. H 0.242
24. H 0.248
25. H 0.246
26. H 0.231
27. H 0.246
28. H 0.392

---

Entry 3:
DFT (ωB97M-V/def2-TZVPD) results for C11H13FeN4O5 as an isolated structure.

Properties
* relative energy (zero: lowest compared OMol25 entry of this formula, charge and spin): 0.000 eV
* total charge: +2
* lowest unoccupied orbital energy (alpha / beta): -7.19 / -11.45 eV
* HOMO level (alpha / beta): -14.01 / -17.14 eV
* orbital gap (alpha / beta): 6.82 / 5.69 eV
* multiplicity: 6
* E_tot: -2284.983932 Ha

Element x y z (Å)
O -2.815164 2.819475 1.448832
C -2.461392 1.758578 1.213722
Fe -2.338590 -0.503892 0.670026
O -1.491163 -0.788777 3.521418
C -1.802649 -0.709256 2.413669
C -1.957241 -2.185632 0.452296
O -1.745758 -3.318522 0.315707
C -2.876445 -0.590184 -1.090618
O -3.095378 -1.044436 -2.162777
C -4.036193 -0.771514 0.965361
O -5.177537 -0.917423 1.139456
H -2.829273 0.566593 -0.747183
C 0.357921 -0.720019 -1.209539
N 0.062106 0.003980 0.061557
C 0.283642 1.459781 -0.152493
N 1.678345 1.739974 -0.590920
C 1.940965 0.976000 -1.837856
N 1.753102 -0.487145 -1.655759
C 2.670731 -0.939585 -0.577679
N 2.426972 -0.227951 0.703244
C 1.014997 -0.461245 1.108338
C 2.603340 1.228014 0.454142
H -0.320010 -0.359326 -2.000069
H 0.217874 -1.800383 -1.052685
H 0.111099 2.000332 0.793210
H -0.402631 1.820140 -0.939060
H 2.984717 1.157624 -2.142374
H 1.246485 1.323800 -2.616816
H 2.525343 -2.018169 -0.414505
H 3.707427 -0.735060 -0.892593
H 0.838139 0.101681 2.041309
H 0.870444 -1.542680 1.275776
H 3.638688 1.394265 0.112500
H 2.417089 1.770965 1.392364

Forces on atoms 1 to 3 (eV/Å):
1.03 -2.99 -0.50
-1.24 3.63 0.41
2.86 5.85 0.83

Formally, the natural (NBO) partial charges of the atoms, in units of the elementary charge, are as follows:
1. O -0.342
2. C 0.488
3. Fe 0.332
4. O -0.360
5. C 0.510
6. C 0.472
7. O -0.363
8. C 0.201
9. O -0.355
10. C 0.498
11. O -0.306
12. H 0.162
13. C -0.110
14. N -0.496
15. C -0.098
16. N -0.356
17. C -0.120
18. N -0.253
19. C -0.136
20. N -0.065
21. C -0.128
22. C -0.133
23. H 0.252
24. H 0.234
25. H 0.228
26. H 0.241
27. H 0.248
28. H 0.255
29. H 0.248
30. H 0.257
31. H 0.248
32. H 0.244
33. H 0.254
34. H 0.250

---

Entry 4:
DFT (ωB97M-V/def2-TZVPD) results for C11H13N3S as an isolated structure.

Properties
* relative energy (zero: lowest compared OMol25 entry of this formula, charge and spin): 3.950 eV
* lowest unoccupied orbital energy: 0.61 eV
* HOMO level: -7.84 eV
* orbital gap: 8.45 eV
* E_tot: -989.288024 Ha

Element x y z (Å)
C 3.166923 -1.043013 -0.345323
C 1.778553 -1.587504 0.043704
C 1.316326 0.604027 0.854431
C 2.621275 1.237936 0.231038
C -0.473337 -0.984191 0.086789
C -2.687133 -0.807426 -0.178600
C -4.005664 -0.272962 -0.290059
C -4.026900 1.082359 -0.214849
C -2.900501 1.937762 -0.022821
C -1.649664 1.325290 0.026941
C -1.609985 -0.093462 0.047633
H 3.738370 -1.660021 -1.118110
H 3.929283 -0.765800 0.509664
H 1.671452 -2.493234 -0.762610
H 1.572382 -1.946033 1.196693
H 1.553486 -0.020790 1.776751
H 0.502967 1.306720 1.053108
H 2.213502 2.038462 -0.182048
H 3.298966 1.383697 1.075198
H 2.489592 0.277601 -1.702855
H -4.796874 -1.055327 -0.703869
H -5.031721 1.540204 -0.368268
H -2.908387 3.079129 -0.262990
H -0.727150 1.841065 0.045363
N 0.773604 -0.525099 -0.178528
N 3.125773 0.310893 -0.870259
N -0.680725 -2.259381 0.165854
S -2.254423 -2.450893 0.088029

Forces on atoms 1 to 3 (eV/Å):
3.09 1.26 1.20
-0.27 -2.52 -0.45
-0.23 -2.72 -0.43

Formally, the natural (NBO) partial charges of the atoms, in units of the elementary charge, are as follows:
1. C -0.257
2. C -0.270
3. C -0.229
4. C -0.235
5. C 0.366
6. C -0.198
7. C -0.211
8. C -0.203
9. C -0.234
10. C -0.144
11. C -0.179
12. H 0.212
13. H 0.192
14. H 0.235
15. H 0.204
16. H 0.186
17. H 0.204
18. H 0.194
19. H 0.203
20. H 0.363
21. H 0.241
22. H 0.218
23. H 0.232
24. H 0.203
25. N -0.436
26. N -0.607
27. N -0.648
28. S 0.602